Entry 1:
This record from the Open Molecules 2025 dataset describes C39H28F5N3OP2PtS3 as an isolated structure. The level of theory is ωB97M-V/def2-TZVPD.

Energy ... -115332.7583 eV
ΔE to the lowest compared entry with this formula, charge and spin ... 20.0 kcal/mol
Charge ... 0

```
82
C39H28F5N3OP2PtS3 (ωB97M-V/def2-TZVPD)
Pt -0.14044 -0.64112 0.94978
C 1.34570 -3.64975 -0.81584
N 0.33764 -3.42866 0.24637
P 0.78166 -2.53058 1.69368
C 2.56539 -2.64528 1.87026
C 3.25142 -3.84640 1.68441
C 4.62199 -3.89535 1.87267
C 5.31371 -2.75157 2.25304
C 4.63547 -1.55776 2.44209
C 3.26249 -1.49912 2.24824
C 0.03043 -3.42407 3.07309
C -1.11862 -2.85917 3.62696
C -1.80552 -3.51942 4.63590
C -1.33957 -4.74007 5.09870
C -0.18070 -5.29520 4.56726
C 0.50914 -4.63830 3.56110
P -0.99675 -2.39279 -0.11814
C -2.41769 -3.28280 0.55721
C -3.62206 -2.60541 0.72949
C -4.71771 -3.27092 1.25782
C -4.61529 -4.61063 1.61044
C -3.41596 -5.28872 1.43426
C -2.31544 -4.62596 0.91214
C -1.33762 -2.31967 -1.88384
C -1.36105 -1.09240 -2.53866
C -1.71784 -1.04140 -3.88081
C -2.03820 -2.20363 -4.56336
C -2.02144 -3.43199 -3.90772
C -1.68595 -3.48842 -2.56715
H 1.88668 -4.57648 -0.63473
H 2.04879 -2.81738 -0.89695
H 0.83143 -3.74247 -1.76949
H 2.72375 -4.74108 1.37802
H 5.15320 -4.82554 1.71746
H 6.38576 -2.79404 2.39655
H 5.17347 -0.66466 2.73289
H 2.73176 -0.56948 2.39082
H -1.46306 -1.90335 3.25047
H -2.70189 -3.07761 5.05243
H -1.87145 -5.26124 5.88514
H 0.18887 -6.24025 4.94549
H 1.41600 -5.07323 3.16203
H -3.70110 -1.55504 0.47135
H -5.64737 -2.73774 1.40343
H -5.47231 -5.12459 2.02688
H -3.33254 -6.33143 1.71448
H -1.36803 -5.13719 0.79801
H -1.08455 -0.19694 -2.00311
H -1.73645 -0.08678 -4.39118
H -2.30969 -2.15675 -5.61053
H -2.28116 -4.33821 -4.43981
H -1.70068 -4.44070 -2.04765
S -3.86180 2.51701 5.25545
C -2.70081 1.91360 4.25254
S -0.98995 2.26188 4.42295
C -0.63370 1.32249 3.00988
N -1.67968 0.76860 2.48001
N -2.83170 1.10772 3.16615
C -4.07185 0.73916 2.56521
C -4.28325 1.08678 1.23830
C -5.49885 0.78408 0.64336
C -6.49192 0.14317 1.37352
C -6.25900 -0.21416 2.69521
C -5.04544 0.08157 3.29829
S 0.90383 1.04352 2.25646
H -3.49957 1.59888 0.69268
H -5.67536 1.06600 -0.38743
H -7.44782 -0.07472 0.91393
H -7.02925 -0.71672 3.26679
H -4.86328 -0.16246 4.33578
F 2.38045 5.14796 -1.95808
C 2.01909 3.87972 -1.71330
C 2.91575 2.84348 -1.90489
F 4.15540 3.11945 -2.32981
C 2.54373 1.53889 -1.65778
F 3.44885 0.56074 -1.83399
C 1.25457 1.18956 -1.21921
O 0.90626 -0.04484 -0.98440
C 0.38147 2.27403 -1.04169
F -0.86586 2.00993 -0.58633
C 0.74549 3.58406 -1.27102
F -0.13580 4.57264 -1.07113
```

---

Entry 2:
This record from the Open Molecules 2025 dataset describes C23H18BrLuN4O2 as an isolated structure. The level of theory is ωB97M-V/def2-TZVPD.

Energy ... -137853.6865 eV
ΔE to the lowest compared entry with this formula, charge and spin ... 0.0 kcal/mol
Charge ... +2

```
49
C23H18BrLuN4O2 (ωB97M-V/def2-TZVPD)
Lu 0.10767 -0.14504 -0.20543
C 2.89622 1.23414 -1.64647
C 3.12595 1.27361 -0.16704
C 4.27506 1.84307 0.36037
C 4.43670 1.89483 1.72905
C 3.44078 1.38604 2.54868
C 2.32368 0.81806 1.97149
N 2.17479 0.75338 0.63008
C 1.20105 0.29137 2.79862
C 1.16702 0.43113 4.17497
C 0.07322 -0.05670 4.86736
C -0.96286 -0.65969 4.17720
C -0.87617 -0.76445 2.79937
N 0.19315 -0.29799 2.13500
C -1.96148 -1.36923 1.97517
C -3.09660 -1.89492 2.55683
C -4.08189 -2.43545 1.74510
C -3.90501 -2.42853 0.37786
C -2.75028 -1.87634 -0.15614
C -2.54789 -1.82433 -1.63900
N -1.79181 -1.35742 0.63355
H 3.71871 1.70084 -2.18237
H 1.98709 1.77970 -1.90839
H 2.81469 0.20469 -2.00239
H 5.02421 2.24580 -0.30658
H 5.32547 2.33431 2.16235
H 3.55531 1.43250 3.61969
H 1.96535 0.91984 4.71008
H 0.02396 0.04098 5.94374
H -1.82079 -1.02718 4.71668
H -3.22766 -1.89887 3.62689
H -4.97693 -2.85703 2.18314
H -4.65183 -2.84287 -0.28455
H -3.28309 -2.43852 -2.15294
H -1.56039 -2.19856 -1.91495
H -2.66219 -0.80249 -2.00741
Br 1.27551 -2.20140 -2.59051
C 0.39951 -0.72231 -3.40092
C 0.27812 -0.52641 -4.75744
C -0.41081 0.61918 -5.15477
C -0.94132 1.49948 -4.21593
C -0.75577 1.20756 -2.88126
N -0.08995 0.10805 -2.50097
C -1.27272 2.04953 -1.72659
O -1.98779 2.98340 -1.91322
O -0.84147 1.58799 -0.54618
H 0.69365 -1.22148 -5.47229
H -0.53308 0.81842 -6.21171
H -1.48707 2.38927 -4.49785
```

---

Entry 3:
This record from the Open Molecules 2025 dataset describes a 2-piece molecular cluster, CH2FPS overall in a non-equilibrium geometry. The level of theory is ωB97M-V/def2-TZVPD.

Energy ... -23906.9447 eV
ΔE to the lowest compared entry with this formula, charge and spin ... 87.5 kcal/mol
Charge ... 0

```
6
CH2FPS (ωB97M-V/def2-TZVPD)
C 0.65303 -0.20571 -1.16664
F -0.23573 -1.93328 0.95213
P 1.38313 -0.09223 0.48309
S 1.15822 0.80417 -2.30204
H -0.01328 -0.96629 -1.12215
H 0.25897 0.55432 0.88931
```

---

Entry 4:
This record from the Open Molecules 2025 dataset describes a 2-piece molecular cluster, C2BrO4 overall in a non-equilibrium geometry. The level of theory is ωB97M-V/def2-TZVPD.

Energy ... -80301.1896 eV
⟨S²⟩ ... 2.006
Charge ... -1
2S+1 ... 3

```
7
C2BrO4 (ωB97M-V/def2-TZVPD)
C 0.89836 0.45830 -0.17750
C -0.27593 -0.61202 0.38908
O 1.34533 0.06590 -1.23850
O 0.85000 1.33159 0.66580
O -1.13484 -0.41874 1.39900
O -1.51441 -0.40584 -0.01784
Br -0.25824 -3.82115 -0.06860
```

---

Entry 5:
This record from the Open Molecules 2025 dataset describes C14H30FI2NO9P2Ta as an isolated structure in a non-equilibrium geometry. The level of theory is ωB97M-V/def2-TZVPD.

Energy ... -73961.7842 eV
ΔE to the lowest compared entry with this formula, charge and spin ... 232.3 kcal/mol
Charge ... -1

```
60
C14H30FI2NO9P2Ta (ωB97M-V/def2-TZVPD)
C -4.97399 1.20430 -1.90089
C -3.59158 1.31008 -2.83585
O -2.42118 1.00164 -1.97477
P -0.91937 1.19720 -2.83367
O -1.26843 0.95931 -4.38997
C 0.22021 -0.24558 -2.32480
C 1.51865 0.17129 -1.41556
Ta 1.36615 -0.87211 0.69985
C 3.64927 -1.23826 0.81002
C 4.33298 -1.88069 -0.53107
O 4.83205 -3.25624 -0.20545
C 1.17859 -1.88442 2.77316
P -0.54655 -2.55380 3.21936
O -0.97508 -2.28614 4.75002
O -0.48129 -4.31285 3.06235
O -1.86183 -1.97368 2.24413
C 0.91047 -2.93783 -0.25914
O 1.69803 -3.63092 -1.08453
N -0.45789 -3.58577 0.04145
C -1.33288 -3.62394 -1.19011
O -2.67287 -3.50702 -0.98085
F -0.88718 -3.77957 -2.59352
C 1.56125 1.28026 1.60755
I 2.97916 1.43377 3.26153
C 0.12504 1.89508 2.14871
C 0.40594 3.53009 2.36296
I -0.52027 1.12329 4.09328
O -0.20795 2.78142 -2.73536
C -0.28682 3.35547 -1.38404
C -1.74261 3.98450 -0.97368
H -5.15843 2.15809 -1.24750
H -4.86179 0.20731 -1.25950
H -5.87946 0.98049 -2.64521
H -3.53390 2.36735 -3.33498
H -3.74992 0.50075 -3.69485
H 0.57527 -0.79723 -3.32156
H -0.47082 -1.03577 -1.76288
H 1.65147 1.35183 -1.29684
H 2.47739 -0.18065 -2.01653
H -0.48113 -0.52126 0.58207
H 4.26621 -0.24371 1.04655
H 3.88864 -1.95762 1.73206
H 5.27937 -1.24205 -0.81054
H 3.64289 -1.93788 -1.47294
H 4.12063 -3.73680 0.33387
H 1.54388 -1.23679 3.68835
H 1.91047 -2.82761 2.74931
H 0.34986 -4.62925 3.54131
H -1.93036 -0.96876 2.24923
H -0.23678 -4.57703 0.36026
H 1.94424 2.02423 0.75940
H -0.70999 1.75427 1.34016
H 1.33521 3.89817 1.70959
H -0.54159 4.18629 2.13120
H 0.72498 3.67576 3.50169
H 0.49993 4.24449 -1.35200
H 0.02905 2.60021 -0.54809
H -1.57634 4.92500 -0.26862
H -2.46409 4.18789 -1.87204
H -2.27494 3.17145 -0.28207
```

---

Entry 6:
This record from the Open Molecules 2025 dataset describes C17H21AuO4S as an isolated structure in a non-equilibrium geometry. The level of theory is ωB97M-V/def2-TZVPD.

Energy ... -40664.6124 eV
⟨S²⟩ ... 2.024
Charge ... +2
2S+1 ... 3

```
44
C17H21AuO4S (ωB97M-V/def2-TZVPD)
Au 0.97896 0.03453 -3.14947
C 2.68676 -1.35488 -1.56820
C 2.97827 -0.66782 -2.79367
C 3.32879 0.68248 -2.61391
C 3.38341 1.29183 -1.31033
C 2.99912 0.61351 -0.18617
C 2.70375 -0.75818 -0.30099
H 2.42088 -2.45038 -1.61134
H 3.26842 -1.21380 -3.80901
H 3.65555 1.20165 -3.47055
H 3.81562 2.28680 -1.22347
H 3.00279 1.04932 0.73585
H 2.41245 -1.28846 0.67496
C -2.96230 -0.33063 -4.96879
C -2.95137 1.18662 -4.63951
C -1.76022 1.14515 -3.71391
O -0.73608 0.34311 -4.17523
C -1.41943 -0.65675 -5.06729
H -3.59440 -0.72155 -5.73902
H -3.35984 -0.94223 -4.09916
H -3.84531 1.68736 -4.19540
H -2.67761 1.84233 -5.45587
H -1.35896 2.52661 1.46406
H -1.48559 1.89130 -3.01573
H -1.14441 -1.72065 -4.70251
H -1.02573 -0.42160 -6.08275
C -0.29565 -0.66812 7.07518
C -0.35161 -0.55928 5.62340
C 0.65812 0.14938 4.82799
C 0.66963 0.27092 3.41850
C -0.57456 -0.08388 2.86509
C -1.55649 -0.93173 3.58164
C -1.45049 -1.19521 4.91487
S -0.91476 0.25502 1.15261
O -1.75088 1.58215 1.32160
O -1.84435 -0.74729 0.70986
O 0.40257 0.56803 0.60488
H -0.78615 0.12862 7.56483
H 0.73527 -0.77996 7.34476
H -0.72279 -1.69096 7.35224
H 1.52325 0.79500 5.22844
H 1.27684 1.04751 2.95274
H -2.24457 -1.55038 2.91619
H -2.08685 -1.84547 5.56260
```

---

Entry 7:
This record from the Open Molecules 2025 dataset describes a 3-piece molecular cluster, C25H39BCl2F6N5O9PS overall in a non-equilibrium geometry. The level of theory is ωB97M-V/def2-TZVPD.

Energy ... -114584.8361 eV
ΔE to the lowest compared entry with this formula, charge and spin ... 0.0 kcal/mol
Charge ... 0

```
89
C25H39BCl2F6N5O9PS (ωB97M-V/def2-TZVPD)
C -2.13160 0.00884 -2.32911
C -2.13956 -0.79895 -1.27891
C -1.50703 -0.52538 0.11758
C -1.77400 0.91970 0.59692
Cl -3.36069 1.62055 -0.00809
C -1.70349 1.33518 2.09129
C -2.95414 1.22436 2.97866
Cl -1.42315 3.17563 2.03400
C -2.19434 -1.65782 1.01022
B -3.78005 -1.46960 1.22629
O -4.64675 -1.46889 0.14343
O -4.40374 -1.38161 2.47529
S -1.27145 -2.09506 2.49547
O -1.89774 -1.69625 3.71763
O -1.17273 -3.52941 2.53119
O 0.12923 -1.30417 2.48225
C 0.84225 -1.09727 1.25088
P 1.81283 0.52571 1.64145
N 1.15841 1.83818 1.10587
C 2.03158 -2.16367 1.32743
F 1.57352 -3.37782 1.75703
F 2.71757 -2.24466 0.16179
C 3.08027 -1.85492 2.42703
C 4.39756 -1.60062 2.08913
C 5.35583 -1.36826 3.04432
C 5.04121 -1.39795 4.39234
C 3.72582 -1.64377 4.73151
C 3.39440 -1.64418 6.21384
F 2.11357 -1.95364 6.46178
F 3.58687 -0.38647 6.69005
F 4.19185 -2.47327 6.90000
C 2.77388 -1.87984 3.77569
C 0.02897 -1.04684 -0.06838
O -0.20021 -2.24386 -0.79620
C 0.11925 -3.56676 -0.50153
C -0.60485 -4.48795 -1.51726
O -0.43466 -4.00460 -2.83377
C -1.63444 -4.00624 -3.58055
C -1.53390 -3.12711 -4.83241
C 0.88151 -0.24073 -1.15483
C 1.06645 -0.96394 -2.50901
F 0.46202 1.04333 -1.47915
H -1.96167 1.07985 -2.24927
H -2.34511 -0.38874 -3.32166
H -2.59573 -1.77252 -1.44960
H -1.09669 1.61179 0.09508
H -0.83749 0.98526 2.65287
H -3.88874 0.95122 2.48650
H -2.80313 0.49567 3.78612
H -3.17028 2.15382 3.51348
H -2.22571 -2.60522 0.45024
H -5.19044 -2.26727 0.16896
H -4.53681 -2.29508 2.77329
H 3.05367 0.41046 0.97010
H 1.96494 0.62479 3.04060
H 1.75387 2.30928 0.43415
H 4.71924 -1.59125 1.04980
H 6.39890 -1.18938 2.79178
H 5.82192 -1.23822 5.13017
H 1.76483 -2.09931 4.12027
H -0.11666 -4.00794 0.47789
H 1.18984 -3.78972 -0.65825
H -1.66815 -4.49474 -1.22830
H -0.16523 -5.49174 -1.41867
H -1.86619 -5.02884 -3.92742
H -2.49725 -3.65187 -2.99292
H -0.89572 -2.24688 -4.69089
H -2.52000 -2.75124 -5.13587
H -1.12928 -3.67762 -5.69056
H 1.94160 -0.16015 -0.86352
H 0.13705 -1.13694 -3.04475
H 1.70473 -1.84646 -2.41235
H 1.65109 -0.24453 -3.10652
N 0.45113 4.24247 -0.53769
C 0.99706 5.41430 -0.95483
N 1.22989 6.32675 0.03527
O 1.26385 5.64195 -2.12808
H 0.22601 4.03759 0.42434
H 0.26569 3.54707 -1.23832
H 1.63321 7.20426 -0.23525
H 1.02019 6.16250 1.00164
N -1.82122 7.37225 -5.00666
C -0.98321 6.77068 -5.90679
N 0.01908 6.03556 -5.34930
O -1.12707 6.88693 -7.11251
H -1.72005 7.28970 -4.01291
H -2.57228 7.92278 -5.37786
H 0.65483 5.57979 -5.97610
H 0.15519 5.92898 -4.35687
```

---

Entry 8:
This record from the Open Molecules 2025 dataset describes C32H37BrFeGeNO2PSSe2 as an isolated structure. The level of theory is ωB97M-V/def2-TZVPD.

Energy ... -351129.5211 eV
ΔE to the lowest compared entry with this formula, charge and spin ... 4.2 kcal/mol
⟨S²⟩ ... 1.081
Charge ... +1
2S+1 ... 2

```
79
C32H37BrFeGeNO2PSSe2 (ωB97M-V/def2-TZVPD)
Fe 0.40410 1.39489 -1.18167
S -1.41906 1.05034 0.62255
C -2.11975 0.48716 -0.90031
C -3.46183 0.29931 -1.17046
C -3.80893 -0.12807 -2.44388
C -2.81848 -0.33693 -3.39413
C -1.50283 -0.08982 -3.05379
N -1.16449 0.30117 -1.82193
H -4.20305 0.49346 -0.40864
H -4.84884 -0.28750 -2.69648
H -3.06124 -0.66707 -4.39350
H -0.69191 -0.19774 -3.76072
Se 1.68150 -0.52125 -0.46584
P 3.22097 0.91511 0.08074
Se 2.38929 2.70139 -0.82672
C 3.37498 1.04069 1.87022
C 3.63467 2.27058 2.46468
C 3.82372 2.34038 3.83736
C 3.74966 1.18973 4.60780
C 3.48490 -0.03743 4.01277
C 3.29783 -0.11615 2.64303
C 4.84446 0.49399 -0.56498
C 5.13737 -0.80217 -0.97128
C 6.41747 -1.10649 -1.41177
C 7.39157 -0.12059 -1.44793
C 7.09464 1.17600 -1.04583
C 5.82135 1.48724 -0.60189
H 3.66829 3.17144 1.86429
H 4.02171 3.29591 4.30386
H 3.89385 1.24840 5.67845
H 3.42335 -0.93278 4.61693
H 3.08591 -1.07243 2.17908
H 4.36931 -1.56555 -0.95837
H 6.65004 -2.11308 -1.73203
H 8.38743 -0.36011 -1.79621
H 7.85489 1.94443 -1.08217
H 5.58825 2.50051 -0.29468
C 0.09089 -5.19956 2.95164
C -0.92084 -4.22879 2.35816
C -0.38131 -3.51030 1.12735
C -1.34919 -2.46837 0.55824
Ge -1.60206 -0.96102 1.78194
C -3.37889 -0.79388 2.58768
C -4.47144 -1.62046 1.90145
C -4.49061 -3.07199 2.36693
C -5.47562 -3.92639 1.58157
H -0.31383 -5.71429 3.82236
H 0.99765 -4.67655 3.26280
H 0.37829 -5.95621 2.21956
H -1.20808 -3.49334 3.12155
H -1.83645 -4.76561 2.09236
H -0.15227 -4.24975 0.35377
H 0.56740 -3.03176 1.38237
H -2.32874 -2.92117 0.38227
H -1.00680 -2.08964 -0.40518
H -0.45719 -0.80420 2.79009
H -3.61427 0.27218 2.58202
H -3.29692 -1.08179 3.63900
H -4.35399 -1.59616 0.81162
H -5.44757 -1.17205 2.10726
H -4.74007 -3.09541 3.43150
H -3.48455 -3.49717 2.28616
H -6.48907 -3.52944 1.66286
H -5.49128 -4.95349 1.94491
H -5.21348 -3.95129 0.52120
Br -3.44602 7.38731 -3.07874
C -2.29728 6.06667 -3.78771
C -1.99157 6.07918 -5.14122
C -1.14817 5.10875 -5.66487
C -0.61593 4.12964 -4.84317
C -0.93260 4.13240 -3.48896
C -1.77275 5.10127 -2.94919
C -0.38367 3.09179 -2.60517
O -0.60338 3.08026 -1.35422
O 0.32785 2.13433 -3.03970
H -2.40997 6.84517 -5.77932
H -0.90808 5.12378 -6.71916
H 0.04503 3.36882 -5.23519
H -2.00429 5.09157 -1.89338
```